Entry 1:
C21H30ClN3O2 | wB97M-V/def2-TZVPD

```
57
Properties=species:S:1:pos:R:3
C 1.9213 -4.3952 -3.7160
C 1.3058 -4.5145 -2.3350
C 2.1061 -4.3826 -1.1996
C 1.5403 -4.4693 0.0723
C 0.1648 -4.6760 0.2274
C -0.4198 -4.7438 1.6456
C -1.1382 -3.4723 2.1181
O -1.8840 -3.5240 3.0911
N -0.9142 -2.3330 1.4558
C -1.5227 -1.0242 1.7062
C -2.6200 -0.5959 0.6683
C -3.7131 -1.6798 0.5780
C -3.2649 0.7068 1.1790
N -2.1674 -0.3124 -0.7064
C -1.0621 -0.6531 -1.3948
O -0.1379 -1.2972 -0.9093
C -1.0648 -0.3060 -2.9095
C -1.3102 1.2165 -3.1611
C -0.0167 2.0743 -3.2273
N 1.0860 1.3979 -3.9397
C 0.7090 0.9359 -5.2803
C 0.2016 -0.5137 -5.1317
C 0.2522 -0.7670 -3.6179
C 1.4183 0.1575 -3.2383
C -0.6380 -4.8217 -0.9182
Cl -2.3395 -5.1140 -0.8078
C -0.0651 -4.7346 -2.1875
H 2.6426 -3.5774 -3.7382
H 2.4435 -5.3141 -3.9828
H 1.1702 -4.1754 -4.4753
H 3.1672 -4.2047 -1.2979
H 2.1734 -4.3525 0.9400
H -1.1388 -5.5612 1.6892
H 0.3474 -5.0016 2.3737
H -0.3560 -2.3661 0.6045
H -1.9380 -0.9966 2.7170
H -0.7219 -0.2836 1.7042
H -4.0686 -1.9708 1.5673
H -4.5762 -1.3512 -0.0007
H -3.3312 -2.5831 0.1023
H -3.6707 0.5856 2.1844
H -2.5399 1.5213 1.2168
H -4.0883 1.0322 0.5420
H -2.8468 0.1844 -1.2537
H -1.9530 -0.8461 -3.2378
H -1.9025 1.3327 -4.0693
H -2.0370 1.6395 -2.4671
H -0.2268 3.0147 -3.7402
H 0.3087 2.3467 -2.2211
H -0.0189 1.5890 -5.7659
H 1.5935 0.9493 -5.9203
H -0.7980 -0.6534 -5.5443
H 0.8809 -1.1978 -5.6422
H 0.4737 -1.8111 -3.3874
H 2.3680 -0.2407 -3.6032
H 1.5310 0.2922 -2.1598
H -0.6984 -4.8385 -3.0553
```

Gap between HOMO and LUMO: 9.12 eV
HOMO energy: -8.60 eV
SMILES: Cc1ccc(CC(=O)NCC(C)(C)NC(=O)[C@H]2CCN3CC[C@H]2C3)c(Cl)c1
Energy above the lowest of the compared OMol25 structures with the same formula, charge and spin: 15.7 kcal per mole

Results of the Mulliken charge analysis, in e, for atoms 1 through 2: -1.61, 0.91

***

Entry 2:
C21H30FN3O3 | wB97M-V/def2-TZVPD

```
58
Properties=species:S:1:pos:R:3
C 6.5136 -3.3640 3.1347
H 6.8802 -3.4362 2.1034
O 5.6885 -2.2377 3.3016
C 4.6355 -2.1356 2.3730
C 3.5068 -3.1608 2.6195
N 2.2704 -2.9276 1.9069
C 1.5407 -1.7420 2.3036
H 2.0114 -0.8119 1.9381
C 0.1204 -1.8238 1.7288
N 0.1882 -1.9213 0.2898
C -0.1095 -0.9693 -0.6263
O 0.2073 -1.0900 -1.7947
C -0.9072 0.2453 -0.1412
H -0.4165 0.6739 0.7380
C -0.9192 1.3216 -1.2267
N -1.8584 1.0702 -2.2975
C -2.8611 0.1680 -2.2923
O -3.6345 0.0666 -3.2286
C -2.9867 -0.7274 -1.0742
H -4.0483 -0.9319 -0.9244
C -2.3546 -0.1355 0.1748
H -2.4089 -0.8570 0.9917
H -2.8963 0.7646 0.4775
H -2.5045 -1.6753 -1.3282
C -1.7528 1.9358 -3.4565
H -1.8481 1.3172 -4.3527
H -0.7690 2.4066 -3.4450
C -2.8611 3.0063 -3.4849
C -2.9116 3.7561 -2.1892
C -2.0554 4.8254 -1.9556
C -2.0786 5.4536 -0.7255
C -2.9249 5.0526 0.2918
C -3.7788 3.9894 0.0514
C -3.7734 3.3494 -1.1756
H -4.4430 2.5219 -1.3564
H -4.4535 3.6624 0.8287
H -2.9118 5.5682 1.2387
F -1.2388 6.4905 -0.5072
H -1.3756 5.1717 -2.7190
H -2.6618 3.6840 -4.3158
H -3.8099 2.4996 -3.6603
H -1.1562 2.2904 -0.7649
H 0.0823 1.3865 -1.6676
C 0.9651 -3.0738 -0.1266
C 2.3742 -2.9950 0.4613
H 2.8853 -2.1146 0.0366
H 2.9339 -3.8913 0.1886
H 0.4679 -3.9779 0.2366
H 1.0023 -3.0807 -1.2163
H -0.3609 -2.7308 2.1106
H -0.4552 -0.9583 2.0466
H 1.4926 -1.7047 3.3934
H 3.2814 -3.1638 3.6900
H 3.8527 -4.1603 2.3411
H 5.0223 -2.2379 1.3478
H 4.2474 -1.1225 2.5058
H 5.9985 -4.2949 3.3949
H 7.3573 -3.2243 3.8079
```

Gap between HOMO and LUMO: 9.22 eV
HOMO energy: -8.67 eV
SMILES: COCCN1CCN(C(=O)[C@@H]2CCC(=O)N(CCc3cccc(F)c3)C2)CC1
Energy above the lowest of the compared OMol25 structures with the same formula, charge and spin: 9.6 kcal per mole

Results of the Mulliken charge analysis, in e, for atoms 1 through 2: -0.69, 0.30

***

Entry 3:
C21H30N2O2S | wB97M-V/def2-TZVPD

```
56
Properties=species:S:1:pos:R:3
O -0.6611 -3.4717 -1.5312
C -0.2818 -2.3184 -1.5651
N -0.9832 -1.2749 -1.0952
H -0.5649 -0.3476 -1.0911
C -2.2471 -1.4406 -0.4169
C -3.1748 -0.2491 -0.6580
C -2.6883 0.9934 0.0915
C -3.6281 2.1723 -0.1447
C -5.0473 1.8244 0.2922
C -5.5397 0.5877 -0.4521
C -4.5988 -0.5901 -0.2155
H -4.9557 -1.4645 -0.7636
H -4.5922 -0.8427 0.8477
H -5.5853 0.8041 -1.5218
H -6.5473 0.3283 -0.1202
H -5.7150 2.6667 0.0991
H -5.0582 1.6282 1.3670
H -3.2714 3.0452 0.4063
H -3.6280 2.4262 -1.2070
H -1.6819 1.2630 -0.2325
H -2.6492 0.7691 1.1611
H -3.1829 -0.0336 -1.7320
H -2.0770 -1.5650 0.6622
H -2.6925 -2.3653 -0.7951
C 1.0667 -1.9170 -2.1430
H 1.0741 -0.8815 -2.4810
H 1.3501 -2.5909 -2.9495
S 2.3767 -2.1283 -0.8763
C 1.4629 -1.7587 0.6187
C 1.0644 -2.8009 1.4388
C 0.3368 -2.5332 2.5851
C 0.0062 -1.2275 2.9089
C 0.4100 -0.1850 2.0925
C 1.1561 -0.4426 0.9499
C 1.5149 0.6734 0.0144
O 0.7232 1.0233 -0.8583
N 2.6990 1.2637 0.1968
C 3.6881 0.8477 1.1612
H 3.2225 0.2143 1.9168
C 4.8388 0.1067 0.4599
C 4.9881 0.6130 -0.9786
C 4.6377 2.0965 -1.0484
C 3.1495 2.2800 -0.7369
H 2.5440 2.1724 -1.6403
H 2.9580 3.2747 -0.3166
H 5.2500 2.6469 -0.3315
H 4.8484 2.4959 -2.0405
H 4.3122 0.0557 -1.6296
H 6.0053 0.4429 -1.3304
H 5.7589 0.2715 1.0216
H 4.6369 -0.9644 0.4438
H 4.0638 1.7500 1.6551
H 0.1504 0.8353 2.3351
H -0.5718 -1.0192 3.7969
H 0.0171 -3.3467 3.2184
H 1.3125 -3.8132 1.1615
```

Gap between HOMO and LUMO: 9.32 eV
HOMO energy: -8.67 eV
SMILES: O=C(CSc1ccccc1C(=O)N1CCCCC1)NCC1CCCCC1
Energy above the lowest of the compared OMol25 structures with the same formula, charge and spin: 3.2 kcal per mole

Results of the Mulliken charge analysis, in e, for atoms 1 through 2: -0.68, 0.28

***

Entry 4:
C21H30N4O6S | wB97M-V/def2-TZVPD

```
62
Properties=species:S:1:pos:R:3
C -4.1949 0.9832 -1.7048
C -3.2587 -0.2055 -1.5558
H -3.8129 -1.1310 -1.3763
H -2.5388 -0.0436 -0.7473
O -2.5360 -0.4101 -2.7756
C -1.2512 -0.1091 -2.8040
O -0.5846 0.2286 -1.8570
C -0.6990 -0.2297 -4.2083
H 0.3765 -0.4008 -4.1803
H -1.2120 -1.0061 -4.7702
S -1.0379 1.3453 -5.1081
C -0.8619 2.4137 -3.7331
N -1.8366 2.8793 -3.0033
N -1.2902 3.4915 -1.9492
C 0.0116 3.3972 -2.0488
N 0.3469 2.7313 -3.1859
C 1.6559 2.4544 -3.7048
H 2.1584 3.3914 -3.9536
H 1.5573 1.8565 -4.6092
H 2.2449 1.9197 -2.9563
C 0.9653 3.7509 -0.9607
N 0.9585 2.6759 0.0154
C 1.7705 1.5910 -0.1321
O 2.6854 1.5749 -0.9390
C 1.4899 0.4546 0.7765
C 0.8173 0.5986 1.9823
C 0.5747 -0.5044 2.7923
C 0.9877 -1.7804 2.3721
C 1.6863 -1.9136 1.1536
C 1.9378 -0.7977 0.3745
H 2.4563 -0.8608 -0.5674
O 2.0308 -3.1885 0.8342
C 2.8873 -3.4228 -0.2646
C 4.3329 -3.0242 0.0169
H 4.6858 -3.5361 0.9085
H 4.9607 -3.3038 -0.8248
H 4.4156 -1.9527 0.1791
H 2.5123 -2.9189 -1.1647
H 2.8244 -4.5031 -0.4236
O 0.8399 -2.9343 3.0836
C -0.3783 -3.1978 3.7581
C -1.5803 -3.1780 2.8202
H -2.4732 -3.4838 3.3589
H -1.7343 -2.1777 2.4210
H -1.4141 -3.8597 1.9892
H -0.2337 -4.2019 4.1659
H -0.5281 -2.4957 4.5843
O -0.0257 -0.4237 4.0219
C -0.7044 0.7559 4.4019
C -2.0054 0.9645 3.6317
H -2.4954 1.8705 3.9772
H -2.6710 0.1201 3.7942
H -1.8151 1.0514 2.5643
H -0.0498 1.6313 4.3123
H -0.9215 0.6040 5.4629
H 0.5338 1.5824 2.3183
H 0.0753 2.5383 0.4813
H 0.6477 4.6744 -0.4730
H 1.9829 3.8486 -1.3428
H -3.6248 1.8764 -1.9532
H -4.7304 1.1431 -0.7736
H -4.9103 0.7965 -2.5012
```

Gap between HOMO and LUMO: 8.70 eV
HOMO energy: -8.14 eV
SMILES: CCOC(=O)CSc1nnc(CNC(=O)c2cc(OCC)c(OCC)c(OCC)c2)n1C
Energy above the lowest of the compared OMol25 structures with the same formula, charge and spin: 50.2 kcal per mole

Results of the Mulliken charge analysis, in e, for atoms 1 through 2: -1.06, 0.00

***

Entry 5:
C21H30NO | wB97M-V/def2-TZVPD

```
53
Properties=species:S:1:pos:R:3
C -7.3586 -0.1618 -0.2659
H -8.3639 -0.4944 -0.5070
H -7.2476 0.8510 -0.6459
C -6.3453 -1.0996 -0.9143
H -6.5570 -1.1566 -1.9821
C -4.8941 -0.6515 -0.7543
C -3.9324 -1.5827 -1.4789
H -4.1368 -1.5711 -2.5455
H -2.8991 -1.2731 -1.3355
H -4.0444 -2.6066 -1.1300
H -4.7810 0.3666 -1.1364
N -4.5214 -0.6253 0.7020
H -3.5205 -0.9205 0.7975
H -5.1197 -1.2855 1.2050
C -4.4922 0.7007 1.3659
H -5.3104 1.3333 1.0268
H -4.5739 0.5500 2.4434
C -3.1290 1.3261 1.0448
O -2.1914 0.2728 1.1748
C -0.9044 0.5116 0.6627
C -0.6969 0.8119 -0.6728
C 0.5941 0.9788 -1.1447
C 1.6897 0.8417 -0.3031
C 1.4555 0.5359 1.0361
C 0.1741 0.3723 1.5219
H -0.0014 0.1304 2.5582
H 2.2923 0.4184 1.7074
C 3.1204 1.0562 -0.7605
C 3.9824 -0.0710 -0.2102
C 5.2144 0.1405 0.3918
C 5.9745 -0.9282 0.8388
C 5.5171 -2.2244 0.6894
C 4.2914 -2.4477 0.0852
C 3.5348 -1.3808 -0.3606
H 2.5781 -1.5653 -0.8303
H 3.9252 -3.4560 -0.0414
H 6.1113 -3.0552 1.0380
H 6.9305 -0.7426 1.3050
H 5.5991 1.1395 0.5196
C 3.5373 2.4429 -0.2471
H 3.5671 2.4666 0.8394
H 2.8177 3.1864 -0.5853
H 4.5133 2.7182 -0.6370
C 3.2745 1.0368 -2.2878
H 2.8648 0.1229 -2.7112
H 2.7883 1.8961 -2.7440
H 4.3322 1.0776 -2.5378
H 0.7305 1.2130 -2.1875
H -1.5276 0.9184 -1.3571
H -2.9075 2.1355 1.7488
H -3.1108 1.7410 0.0305
H -6.4601 -2.1086 -0.5108
H -7.2730 -0.1452 0.8185
```

Gap between HOMO and LUMO: 8.31 eV
Total charge: +1
HOMO energy: -10.82 eV
SMILES: CC[C@H](C)[NH2+]CCOc1ccc(C(C)(C)c2ccccc2)cc1
Energy above the lowest of the compared OMol25 structures with the same formula, charge and spin: 14.0 kcal per mole

Results of the Mulliken charge analysis, in e, for atoms 1 through 2: -1.25, 0.40

***

Entry 6:
C21H31AsLiNO6SSi2Te | wB97M-V/def2-TZVPD

```
65
Properties=species:S:1:pos:R:3
Li -0.1343 -0.9036 0.6315
O -1.8313 -2.6176 2.8520
As -0.1012 -2.1466 3.0692
O -0.3403 -0.2569 2.9820
O 0.4750 -2.3586 1.5609
C -1.5002 0.3800 2.9894
C -2.4013 0.2376 4.0546
C -3.5737 0.9651 4.0989
C -3.8782 1.8664 3.0906
C -2.9891 2.0167 2.0385
C -1.8154 1.2927 1.9758
S -0.8619 1.7210 0.4471
O -2.7083 -0.0888 -0.7286
O -0.4240 3.0981 0.7934
O 0.3584 0.7810 0.5068
H -1.9773 -2.4979 1.9099
H -2.1446 -0.4501 4.8533
H -4.2659 0.8276 4.9224
H -4.7922 2.4483 3.1339
H -3.1888 2.7125 1.2327
C 4.7617 1.1455 -3.4162
Si 3.2959 0.5712 -4.4961
C 2.3310 2.1533 -4.9717
C 4.0301 -0.1157 -6.1472
C 2.1996 -0.6558 -3.5970
Te 1.2538 0.1456 -1.6706
C 2.8100 -0.7850 -0.4813
Si 3.5589 0.1807 0.9712
C 4.3322 1.8338 0.3677
C 2.6354 0.5460 2.5846
C 5.0711 -0.8963 1.5192
H 5.3416 1.9348 -3.8877
H 5.4399 0.3325 -3.1765
H 4.3693 1.5283 -2.4809
H 2.9783 2.9237 -5.3836
H 1.8497 2.5583 -4.0870
H 1.5536 1.9493 -5.7014
H 4.6156 0.6318 -6.6775
H 3.2379 -0.4423 -6.8149
H 4.6768 -0.9699 -5.9680
H 2.7332 -1.5758 -3.3644
H 1.3663 -0.9407 -4.2392
H 3.5968 -1.0495 -1.1867
H 2.3805 -1.7026 -0.0921
H 3.5823 2.4537 -0.1137
H 5.1375 1.6726 -0.3436
H 4.7446 2.3931 1.2038
H 1.8063 1.2127 2.3927
H 3.2755 1.0121 3.3336
H 2.2148 -0.3649 3.0029
H 5.7651 -1.0793 0.7046
H 4.7326 -1.8625 1.8773
H 5.6303 -0.4232 2.3214
N -6.5124 -3.3378 -2.8313
C -5.6095 -2.8359 -2.3129
C -4.5015 -2.2240 -1.7219
C -4.6089 -1.5777 -0.5143
C -3.4778 -0.9184 0.0650
C -2.0387 -1.3318 -0.3838
C -2.0901 -2.1837 -1.5848
C -3.2044 -2.4484 -2.2983
H -5.5294 -1.6356 0.0568
H -3.5900 -0.5856 1.0983
H -1.1400 -2.5858 -1.9159
H -3.1697 -3.0131 -3.2253
```

Gap between HOMO and LUMO: 5.78 eV
Total charge: -2
HOMO energy: -1.74 eV
Energy above the lowest of the compared OMol25 structures with the same formula, charge and spin: 78.7 kcal per mole

Results of the Mulliken charge analysis, in e, for atoms 1 through 2: 1.02, -0.64